A structure of composition C56H55BiN4O2P2S4 at a distorted geometry, computed with the ωB97M-V functional and the def2-TZVPD basis.

## Properties
Largest force on an atom, eV/Å: 2.05
E_LUMO, eV: -6.633
Kohn-Sham gap, eV: 4.951
E_tot, eV: -136758.540
Charge: +2

Last column: Mulliken charge in e.
Atoms and positions in Å:
Bi1 -0.363 0.590 0.220  2.2397
C1 1.131 -1.444 5.418  -0.6672
S1 -0.445 -0.666 4.960  -0.0133
C2 -0.185 -0.364 3.279  0.5776
S2 -1.499 0.469 2.451  -0.5628
N1 0.902 -0.734 2.720  -1.3078
N2 1.104 -0.495 1.417  1.3088
C3 2.224 -0.973 0.869  -1.5096
C4 2.564 -0.774 -0.449  0.1584
C5 3.333 -2.769 -1.941  -0.2297
C6 4.236 -2.185 -3.018  -1.2151
C7 2.365 -0.366 -3.618  -0.2773
C8 1.723 0.312 -2.419  -1.6508
N3 1.765 0.047 -1.176  1.4015
H1 1.187 -1.418 6.500  0.4126
H2 1.139 -2.469 5.063  0.1148
H3 1.943 -0.879 4.981  0.2283
H4 2.884 -1.529 1.524  0.7196
H5 3.804 -3.633 -1.472  0.6836
H6 4.911 -2.792 -3.598  0.3554
H7 2.364 0.396 -4.403  1.2656
H8 1.079 1.146 -2.675  0.3764
C9 -0.351 -4.794 -1.304  -1.6546
N4 -1.474 -4.392 -2.045  0.6247
C10 -2.386 -3.611 -1.278  -2.3134
P1 -1.790 -1.840 -0.891  1.3495
C11 -3.130 -1.440 0.296  0.5169
C12 -3.321 -2.235 1.424  -0.9158
C13 -4.301 -1.910 2.346  -0.9656
C14 -5.082 -0.781 2.163  -0.7967
C15 -4.853 0.047 1.076  -0.9211
C16 -3.876 -0.272 0.151  0.0649
C17 -2.388 -1.001 -2.414  1.3019
C18 -3.783 -1.104 -2.823  -0.2997
C19 -4.216 -0.548 -3.953  -1.8788
C20 -3.367 0.317 -4.819  -0.2082
C21 -1.908 0.495 -4.340  -0.1471
C22 -1.506 -0.321 -3.162  -1.1084
C23 -1.649 -4.684 -3.405  2.1093
C24 -0.693 -5.422 -4.115  -0.5546
C25 -0.878 -5.741 -5.446  -0.9417
C26 -2.019 -5.342 -6.120  -0.6673
C27 -2.968 -4.604 -5.435  -0.9178
C28 -2.788 -4.275 -4.103  -0.7989
P2 0.868 -3.388 -0.846  2.4878
C29 1.868 -4.261 0.407  0.6883
C30 1.726 -3.889 1.741  -0.8126
C31 2.498 -4.501 2.713  -0.3150
C32 3.404 -5.488 2.362  -0.8205
C33 3.513 -5.892 1.040  -0.8582
C34 2.738 -5.293 0.061  -0.4912
C35 1.920 -3.056 -2.211  0.1531
C36 3.710 -1.512 -1.010  -0.8528
C37 4.554 -0.978 -2.155  -0.9444
C38 3.808 -0.817 -3.438  -0.4839
C39 1.502 -1.503 -4.099  -1.1199
C40 1.285 -2.645 -3.434  -0.8165
H9 0.233 -5.574 -1.788  0.5786
H10 -0.653 -5.156 -0.312  0.3757
H11 -2.538 -4.090 -0.305  0.6845
H12 -3.354 -3.528 -1.768  0.6732
H13 -2.694 -3.099 1.601  0.3611
H14 -4.449 -2.538 3.211  0.4712
H15 -5.854 -0.536 2.875  0.4367
H16 -5.431 0.949 0.946  0.5030
H17 -3.693 0.383 -0.692  0.0295
H18 -4.458 -1.667 -2.195  0.5966
H19 -5.241 -0.669 -4.270  0.5686
H20 -3.454 0.022 -5.866  0.6095
H21 -1.171 0.410 -5.142  0.6031
H22 -0.457 -0.313 -2.894  -0.4368
H23 0.216 -5.766 -3.649  0.3157
H24 -0.120 -6.315 -5.956  0.4322
H25 -2.166 -5.606 -7.154  0.4344
H26 -3.868 -4.284 -5.937  0.4493
H27 -3.565 -3.697 -3.633  0.3862
H28 1.016 -3.120 2.013  0.1867
H29 2.396 -4.195 3.742  0.3834
H30 4.018 -5.949 3.120  0.4548
H31 4.201 -6.678 0.774  0.4258
H32 2.811 -5.634 -0.964  0.4611
H33 4.350 -1.854 -0.197  1.0022
H34 5.509 -0.508 -1.983  0.4158
H35 4.430 -0.423 -4.233  0.7275
H36 0.951 -1.331 -5.010  0.5305
H37 0.510 -3.297 -3.821  0.1289
O1 0.208 2.682 1.169  -0.3653
S3 0.668 4.104 0.912  -0.0926
C41 -0.492 4.870 -0.300  0.2834
C42 -1.924 5.011 0.212  -1.4245
C43 -2.872 3.908 -0.262  0.2829
C44 -2.940 3.755 -1.788  -1.1791
S4 -2.155 2.133 -2.168  1.0631
O2 -0.703 2.351 -1.903  -0.3176
C45 -2.212 1.993 -4.020  1.0766
C46 -3.634 1.830 -4.587  -0.0227
C47 -3.908 2.629 -5.819  -1.2989
C48 -3.018 3.476 -6.333  -0.7538
C49 -1.721 3.688 -5.721  -0.5568
C50 -1.335 3.006 -4.643  -1.6911
C51 2.085 3.916 -0.207  0.7930
C52 2.864 2.787 -0.005  -0.6586
C53 3.992 2.582 -0.778  -0.4564
C54 4.353 3.512 -1.737  -0.7171
C55 3.590 4.655 -1.914  -0.7558
C56 2.457 4.866 -1.145  -0.4072
H38 -0.422 4.254 -1.192  -0.2981
H39 -0.078 5.857 -0.492  0.4838
H40 -2.327 5.971 -0.117  0.4036
H41 -1.928 5.017 1.304  0.4866
H42 -3.865 4.129 0.133  0.4845
H43 -2.559 2.955 0.178  -0.4533
H44 -2.423 4.548 -2.322  0.6011
H45 -3.963 3.684 -2.145  0.6887
H46 -4.433 1.989 -3.856  0.5521
H47 -4.871 2.478 -6.281  0.5333
H48 -3.247 4.039 -7.223  0.4601
H49 -1.062 4.411 -6.178  0.5041
H50 -0.364 3.143 -4.189  0.5448
H51 2.583 2.085 0.764  0.5320
H52 4.601 1.706 -0.613  0.5017
H53 5.241 3.361 -2.331  0.4518
H54 3.888 5.396 -2.641  0.4725
H55 1.892 5.775 -1.281  0.3599

***

A structure of composition C56H57BrMoNP2SbTe at a distorted geometry, computed with the ωB97M-V functional and the def2-TZVPD basis.

## Properties
Largest force on an atom, eV/Å: 3.03
2S+1: 3
E_LUMO (spin up / spin down), eV: -0.208 / -0.381
Kohn-Sham gap (spin up / spin down), eV: 6.821 / 6.655
E_tot, eV: -164789.080

Last column: Löwdin spin population.
Atoms and positions in Å:
Mo1 0.637 0.349 -0.056  1.9051
Te1 4.726 1.591 2.091  0.0062
C1 6.561 0.514 1.896  0.0032
C2 7.492 0.531 2.927  0.0005
C3 8.679 -0.162 2.767  0.0001
N1 8.989 -0.843 1.677  0.0002
C4 8.105 -0.856 0.695  0.0001
C5 6.886 -0.203 0.751  0.0019
C6 3.730 0.393 0.583  0.0637
P1 2.415 -0.627 1.314  0.0209
C7 2.667 -2.372 0.812  -0.0011
C8 3.728 -2.889 0.084  -0.0005
C9 3.801 -4.255 -0.131  0.0000
C10 2.835 -5.104 0.386  -0.0004
C11 1.776 -4.589 1.119  0.0001
C12 1.690 -3.227 1.319  0.0001
C13 2.896 -0.978 3.037  0.0019
C14 4.162 -1.527 3.230  -0.0001
C15 4.578 -1.863 4.501  0.0000
C16 3.726 -1.679 5.580  -0.0004
C17 2.470 -1.130 5.388  0.0000
C18 2.056 -0.767 4.116  -0.0005
P2 2.722 1.483 -0.464  0.0459
C19 3.718 2.996 -0.678  0.0099
C20 3.287 4.266 -0.325  0.0000
C21 4.155 5.340 -0.436  0.0003
C22 5.445 5.153 -0.903  -0.0005
C23 5.873 3.884 -1.269  0.0005
C24 5.017 2.809 -1.151  0.0007
C25 2.856 0.766 -2.142  0.0015
C26 2.600 -0.598 -2.285  0.0016
C27 2.550 -1.177 -3.541  0.0000
C28 2.716 -0.392 -4.671  0.0001
C29 2.933 0.971 -4.540  -0.0001
C30 2.998 1.549 -3.286  0.0010
H1 7.287 1.066 3.841  0.0000
H2 9.424 -0.181 3.551  0.0000
H3 8.401 -1.419 -0.182  0.0000
H4 6.192 -0.250 -0.077  0.0013
H5 4.487 -2.229 -0.315  0.0003
H6 4.628 -4.663 -0.696  0.0000
H7 2.903 -6.167 0.207  0.0000
H8 1.033 -5.246 1.548  0.0000
H9 0.866 -2.793 1.881  0.0004
H10 4.815 -1.690 2.383  0.0001
H11 5.564 -2.276 4.645  0.0000
H12 4.048 -1.967 6.570  0.0000
H13 1.804 -0.986 6.228  0.0000
H14 1.082 -0.324 3.953  -0.0005
H15 2.283 4.420 0.041  0.0000
H16 3.827 6.326 -0.143  0.0001
H17 6.120 5.993 -0.972  0.0000
H18 6.878 3.732 -1.634  0.0001
H19 5.343 1.814 -1.424  0.0004
H20 2.477 -1.218 -1.397  0.0016
H21 2.359 -2.236 -3.640  0.0000
H22 2.661 -0.841 -5.652  0.0000
H23 3.031 1.596 -5.416  0.0000
H24 3.161 2.612 -3.182  0.0001
Br1 -0.708 -1.937 -0.545  0.0336
C31 -0.682 -1.596 -2.447  0.0061
C32 -0.849 -2.656 -3.292  0.0056
C33 -0.849 -2.417 -4.675  -0.0012
C34 -0.737 -1.139 -5.150  0.0038
C35 -0.587 -0.043 -4.276  -0.0006
C36 -0.488 1.277 -4.750  0.0131
C37 -0.300 2.310 -3.873  0.0012
C38 -0.147 2.057 -2.504  0.0279
C39 -0.214 0.788 -1.954  0.0057
C40 -0.498 -0.265 -2.870  0.0022
H25 -0.974 -3.652 -2.893  0.0004
H26 -0.948 -3.250 -5.352  -0.0002
H27 -0.751 -0.941 -6.211  0.0001
H28 -0.549 1.453 -5.814  0.0008
H29 -0.229 3.328 -4.234  -0.0002
H30 0.059 2.904 -1.855  0.0044
C41 -6.026 1.338 0.951  0.0000
C42 -5.959 -0.108 0.506  0.0003
Sb1 -3.923 -0.582 -0.133  0.0008
C43 -4.326 -2.654 -0.795  0.0004
C44 -5.749 -3.129 -0.584  0.0000
C45 -4.032 0.208 -2.184  0.0004
C46 -5.412 0.234 -2.808  0.0001
H31 -7.011 1.578 1.345  0.0000
H32 -5.817 2.006 0.119  0.0000
H33 -5.291 1.539 1.731  0.0000
H34 -6.677 -0.305 -0.284  0.0000
H35 -6.193 -0.770 1.339  0.0000
H36 -3.633 -3.300 -0.255  0.0003
H37 -4.058 -2.687 -1.853  0.0001
H38 -5.991 -3.152 0.477  0.0000
H39 -5.877 -4.137 -0.981  0.0000
H40 -6.464 -2.479 -1.082  0.0000
H41 -3.356 -0.416 -2.772  0.0000
H42 -3.610 1.210 -2.159  0.0000
H43 -5.889 -0.744 -2.764  0.0000
H44 -5.347 0.527 -3.857  0.0000
H45 -6.048 0.956 -2.298  0.0000
C47 0.357 3.193 1.787  0.0156
C48 -0.879 2.304 1.980  -0.0090
C49 -1.108 2.012 3.475  -0.0081
C50 -0.663 1.009 1.266  -0.1643
C51 -2.094 3.033 1.401  -0.0081
C52 -2.417 2.882 0.057  -0.0039
C53 -3.468 3.579 -0.512  -0.0003
C54 -4.244 4.429 0.256  -0.0003
C55 -3.950 4.571 1.601  -0.0006
C56 -2.880 3.894 2.162  -0.0009
H46 1.256 2.640 2.078  0.0046
H47 0.299 4.104 2.378  0.0005
H48 0.440 3.452 0.731  0.0063
H49 -0.303 1.390 3.861  -0.0009
H50 -2.050 1.480 3.606  0.0002
H51 -1.136 2.929 4.062  -0.0009
H52 -1.467 0.305 1.535  0.0008
H53 -1.823 2.221 -0.558  -0.0014
H54 -3.676 3.464 -1.567  0.0000
H55 -5.067 4.970 -0.189  0.0000
H56 -4.552 5.222 2.220  0.0000
H57 -2.668 4.061 3.206  -0.0001